# 1
C3H7NO | ωB97M-V with the def2-TZVPD basis set

Geometry (Å):
C 0.692 -1.179 -1.996
C 0.060 -0.646 -0.953
N -0.794 -1.427 -0.115
C -0.678 -1.216 1.147
H 0.664 -2.291 -2.102
H 1.081 -0.474 -2.717
H 0.273 0.378 -0.702
H -1.519 -1.612 1.729
H 0.098 -0.731 1.749
O 0.066 2.945 1.666
H -0.753 3.049 1.183
H 0.811 3.203 1.111

## Properties
SMILES	C=CN=C.O
LUMO level	0.6	eV
E_HOMO	-9.09	eV
charge	0
electronic energy	-248.426086	hartree

---

# 2
CH4 | ωB97M-V with the def2-TZVPD basis set

Geometry (Å):
C -0.024 -0.040 -0.062
H -0.033 1.010 -0.415
H -0.953 -0.410 -0.058
H 0.194 0.073 1.047
H 0.817 -0.633 -0.511

## Properties
SMILES	C
LUMO level	1.3	eV
E_HOMO	-12.76	eV
charge	0
electronic energy	-40.479529	hartree

---

# 3
C3H12N2O | ωB97M-V with the def2-TZVPD basis set

Geometry (Å):
C 1.701 -0.496 -0.195
N 1.792 -0.702 -1.537
N 2.166 0.459 0.487
O -0.413 0.914 -0.823
H -0.792 0.769 -1.699
H 1.178 -1.284 0.338
H 2.639 1.174 -0.064
H 1.112 0.243 2.710
H 2.289 -0.038 -2.107
H 1.490 -1.557 -1.958
C -1.449 0.832 0.125
C -2.180 -0.508 0.088
H -2.436 -0.771 -0.937
H -0.967 0.982 1.091
H -2.171 1.648 -0.039
H 0.688 0.084 3.351
H -3.096 -0.452 0.669
H -1.549 -1.297 0.498

## Properties
LUMO level	0.8	eV
E_HOMO	-9.04	eV
charge	0
electronic energy	-306.187795	hartree

---

# 4
C6H13N | ωB97M-V with the def2-TZVPD basis set

Geometry (Å):
C 2.081 -0.047 -2.552
C 1.368 -0.172 -1.433
C -0.004 0.424 -1.188
C -0.773 -0.011 0.138
C -1.091 1.334 0.749
N 0.102 -0.837 0.987
C -0.615 -1.286 2.184
H 2.939 -0.629 -2.824
H 1.857 0.783 -3.218
H 1.652 -0.950 -0.743
H -0.646 -0.038 -1.949
H 0.002 1.458 -1.531
H -1.584 -0.653 -0.255
H -1.724 1.872 0.040
H -0.253 1.958 1.120
H -1.630 1.374 1.725
H 0.846 -0.211 1.278
H -0.941 -2.343 2.069
H -0.039 -1.279 3.100
H -1.546 -0.747 2.302

## Properties
SMILES	C=CC[C@H](C)NC
LUMO level	1.1	eV
E_HOMO	-8.78	eV
charge	0
electronic energy	-291.088149	hartree

---

# 5
C4H12IN2 | ωB97M-V with the def2-TZVPD basis set

Geometry (Å):
C -0.792 1.551 1.528
C 1.210 0.677 -0.332
C 0.814 -1.586 0.666
C -0.813 -0.981 -2.440
N -0.635 0.197 0.987
N 0.375 -0.289 0.210
I -2.289 0.350 -2.129
H -0.076 1.808 2.319
H -0.652 2.397 0.804
H -1.826 1.691 1.958
H 1.775 0.380 -1.247
H 0.587 1.499 -0.619
H 1.959 1.043 0.272
H -0.072 -2.244 0.619
H 1.560 -2.058 -0.119
H 1.216 -1.520 1.628
H -0.285 -1.312 -1.501
H -0.553 -1.302 -3.437
H -1.503 -0.301 0.830

## Properties
LUMO level (alpha / beta)	-6.8 / -7.3	eV
E_HOMO (alpha / beta)	-11.44 / -11.11	eV
charge	+1
electronic energy	-566.344462	hartree

---

# 6
C18H22N2O3S2 | ωB97M-V with the def2-TZVPD basis set

Geometry (Å):
C 2.903 -0.362 -4.619
C 3.505 0.726 -3.728
C 2.453 1.312 -2.830
C 1.744 2.443 -3.209
C 0.756 2.957 -2.386
C 0.462 2.347 -1.182
C 1.162 1.203 -0.797
N 0.802 0.623 0.429
C 1.386 -0.415 1.070
O 2.325 -1.060 0.648
C 0.742 -0.812 2.405
C -0.258 -1.947 2.122
C -1.089 -2.254 3.366
C -1.908 -1.021 3.795
N -1.393 0.188 3.198
S -2.320 0.959 2.076
O -1.508 2.011 1.526
O -3.568 1.282 2.692
C -2.709 -0.150 0.736
C -2.292 -0.069 -0.559
C -2.883 -1.058 -1.375
C -3.745 -1.853 -0.688
S -3.862 -1.408 0.968
C 0.045 0.304 3.208
C 2.153 0.691 -1.624
H 3.665 -0.785 -5.270
H 2.109 0.052 -5.237
H 2.484 -1.159 -4.009
H 4.303 0.291 -3.123
H 3.936 1.509 -4.354
H 1.970 2.928 -4.147
H 0.213 3.843 -2.682
H -0.296 2.752 -0.528
H 0.032 1.110 0.881
H 1.558 -1.224 3.007
H 0.292 -2.834 1.808
H -0.915 -1.658 1.300
H -1.757 -3.092 3.168
H -0.414 -2.546 4.173
H -1.887 -0.909 4.885
H -2.953 -1.100 3.493
H -1.596 0.667 -0.914
H -2.673 -1.164 -2.423
H -4.324 -2.677 -1.056
H 0.356 0.245 4.257
H 0.297 1.302 2.851
H 2.698 -0.187 -1.320

## Properties
SMILES	CCc1cccc(NC(=O)[C@@H]2CCCN(S(=O)(=O)c3cccs3)C2)c1
LUMO level	0.3	eV
E_HOMO	-8.39	eV
charge	0
electronic energy	-1830.723564	hartree